1.
A molecular structure, C35H37CrN8PS2Se2, computed with ωB97M-V with the def2-TZVPD basis set.

Element x y z (Å)
Cr 0.3094 0.2332 -0.4646
Se 1.3029 2.0393 0.9701
P -0.6089 0.8159 2.5714
Se -1.8679 0.4107 0.8143
C -0.7861 -0.6082 3.7082
C -0.1149 -0.5355 4.9316
C -0.1381 -1.6038 5.8115
C -0.8235 -2.7667 5.4782
C -1.4824 -2.8505 4.2608
C -1.4614 -1.7797 3.3754
C -1.3863 2.1446 3.5515
C -0.7638 3.3838 3.6571
C -1.3518 4.4006 4.4007
C -2.5639 4.1846 5.0377
C -3.1907 2.9478 4.9350
C -2.6049 1.9322 4.1974
H 0.4283 0.3664 5.1941
H 0.3834 -1.5326 6.7583
H -0.8413 -3.6027 6.1666
H -2.0163 -3.7535 3.9902
H -1.9713 -1.8514 2.4222
H 0.1829 3.5466 3.1557
H -0.8561 5.3600 4.4859
H -3.0211 4.9766 5.6176
H -4.1375 2.7752 5.4316
H -3.0922 0.9674 4.1200
S -0.6296 -1.5208 -1.8262
C -0.7103 -2.6084 -0.4621
N -1.5790 -3.5463 -0.2742
N -2.5578 -3.6335 -1.1601
C -3.5827 -4.5574 -1.0121
C -3.5691 -5.5145 0.0017
C -4.6129 -6.4206 0.0965
C -5.6709 -6.3928 -0.8014
C -5.6772 -5.4374 -1.8085
C -4.6434 -4.5236 -1.9174
N 0.2421 -2.5774 0.5568
N 0.9182 -1.5386 0.6662
C 1.9409 -1.6526 1.6751
C 3.0565 -0.8322 1.5956
C 4.0604 -0.9443 2.5475
C 3.9498 -1.8661 3.5761
C 2.8313 -2.6876 3.6471
C 1.8295 -2.5922 2.6985
H -2.6258 -2.9064 -1.8670
H -2.7438 -5.5359 0.6987
H -4.5962 -7.1610 0.8867
H -6.4804 -7.1057 -0.7174
H -6.4950 -5.4001 -2.5167
H -4.6534 -3.7772 -2.7036
H 3.1250 -0.0965 0.8125
H 4.9233 -0.2925 2.4879
H 4.7277 -1.9429 4.3256
H 2.7311 -3.4024 4.4539
H 0.9551 -3.2218 2.7544
N 2.1370 0.1326 -1.4499
C 3.1713 0.1461 -1.9558
N 4.3625 0.1864 -2.4918
C 5.3707 1.0964 -1.9266
C 6.4163 0.3060 -1.1518
C 7.0005 -0.8087 -2.0177
C 5.8975 -1.7286 -2.5379
C 4.8505 -0.9334 -3.3067
H 4.8556 1.8181 -1.2947
H 5.8314 1.6384 -2.7572
H 5.9464 -0.1238 -0.2616
H 7.1997 0.9848 -0.8099
H 7.7327 -1.3834 -1.4495
H 7.5357 -0.3670 -2.8659
H 5.4113 -2.2347 -1.6987
H 6.3104 -2.5020 -3.1878
H 3.9964 -1.5488 -3.5825
H 5.2773 -0.5161 -4.2230
C -2.3738 3.7295 -3.7898
N -2.0024 3.9413 -2.4061
C -2.3837 5.0040 -1.6017
C -1.8404 4.7914 -0.3862
N -1.1457 3.6061 -0.4590
C -1.2406 3.0862 -1.6873
S -0.6326 1.6171 -2.2945
H -2.9927 4.5621 -4.1131
H -2.9290 2.7978 -3.8889
H -1.4818 3.6707 -4.4114
H -3.0019 5.8016 -1.9724
H -1.8825 5.3749 0.5156
H -0.5122 3.1930 0.2444

Summary:
spin multiplicity	5
frontier orbital gap (alpha / beta)	5.738 / 6.493	eV
highest occupied orbital energy (alpha / beta)	-5.968 / -6.924	eV
LUMO level (alpha / beta)	-0.229 / -0.431	eV



2.
C4H8N2O3S in the gas phase at a distorted geometry, computed with ωB97M-V with the def2-TZVPD basis set.

Element x y z (Å)
C 1.0710 -0.2623 1.5363
C -0.0893 -0.0528 0.5746
C 0.6357 -0.8085 -1.6030
C -0.6440 1.2440 -1.4302
N 0.8054 0.2264 2.7335
N 0.2985 0.3874 -0.7749
O 2.1311 -0.6856 1.1270
O -2.1751 -1.5130 -0.3310
O -1.2038 0.3631 1.2392
S -1.3995 -1.2843 0.8844
H 1.6059 -1.2184 -1.2462
H -0.1298 -1.5574 -1.2913
H 0.3997 -0.5881 -2.6382
H -1.0159 2.0954 -0.8557
H -0.1265 1.8247 -2.3169
H -1.5438 0.6548 -1.8294
H -0.1590 0.6548 2.8037
H 1.5393 0.5197 3.4182

Summary:
spin multiplicity	1
frontier orbital gap	9.120	eV
highest occupied orbital energy	-8.782	eV
LUMO level	0.338	eV



3.
C2H4N2 in the gas phase at a distorted geometry, computed with ωB97M-V with the def2-TZVPD basis set.

Element x y z (Å)
C -1.0584 0.1935 -0.1877
C -0.2142 -0.3169 0.8789
N 0.1678 0.0841 -1.0728
N 0.9478 -0.1712 0.0997
H -1.9355 0.7830 -0.1237
H -0.2207 -0.5872 1.9969
H 0.5185 0.8512 -1.6596
H 1.7946 -0.8365 0.0683

Summary:
spin multiplicity	1
SMILES	c1c[nH][nH]1
frontier orbital gap	9.392	eV
highest occupied orbital energy	-8.067	eV
LUMO level	1.325	eV



4.
A molecular structure, C6H18BeN2O12 at a distorted geometry, computed with ωB97M-V with the def2-TZVPD basis set.

Element x y z (Å)
Be -0.2351 -0.0070 0.0439
N -2.7964 -0.9533 1.1352
O -1.7870 -0.8294 1.8658
O -3.8581 -1.3986 1.5461
O -2.6455 -0.6198 -0.0781
N 3.2479 -0.0036 -0.9825
O 4.0202 0.1516 -1.9296
O 3.6420 0.0818 0.1904
O 2.0098 -0.1822 -1.2051
C 0.1044 3.1314 -0.1695
C -0.6909 2.9517 1.0660
O -1.5766 1.8546 0.8468
O 0.8600 1.9305 -0.3642
H 0.7402 4.0171 -0.2364
H -0.5913 3.2957 -1.0013
H -1.2094 3.9015 1.2126
H -0.0374 2.7538 1.9177
H -2.3892 2.1983 1.2302
H 1.4564 2.0789 -1.1058
C -1.3289 -1.7688 -2.5607
C -0.7390 -0.5084 -3.0486
O -1.1662 0.6264 -2.2653
O -0.5642 -2.1008 -1.3693
H -1.1148 -2.5841 -3.2562
H -2.3969 -1.7653 -2.3408
H -1.1168 -0.3873 -4.0730
H 0.3327 -0.4839 -3.2363
H -2.0832 0.8217 -2.4781
H -0.6058 -3.0606 -1.3903
C 1.1589 -0.9253 2.8347
C 1.7354 -1.9420 1.8552
O 0.7813 -2.0263 0.8092
O 0.9329 0.3194 2.2167
H 1.8199 -0.7286 3.6883
H 0.2966 -1.2991 3.3948
H 1.8032 -2.8734 2.4206
H 2.7310 -1.5863 1.5856
H 0.8921 -2.8933 0.4113
H 0.3677 0.8133 2.8201

Summary:
spin multiplicity	1
frontier orbital gap	8.090	eV
highest occupied orbital energy	-8.329	eV
LUMO level	-0.240	eV



5.
2 unconnected molecules or ions with the total composition C5H14O at a distorted geometry, computed with ωB97M-V with the def2-TZVPD basis set.

Element x y z (Å)
C -0.8051 -0.4454 2.0255
C -1.5359 -0.6304 0.6792
C -0.7046 -0.8477 -0.6102
C 0.7388 -1.2842 -0.3512
C -0.6865 0.4421 -1.4923
H -0.7045 -1.3472 2.6100
H 0.1777 -0.0172 1.8141
H -1.2306 0.3998 2.5537
H -2.4284 -1.2527 0.7849
H -2.0358 0.3324 0.5337
H -1.1941 -1.5737 -1.2550
H 1.2920 -0.4642 0.0989
H 1.2330 -1.4897 -1.2868
H 0.7832 -2.1959 0.2419
H -1.2410 1.3116 -1.1546
H -1.0223 0.1762 -2.5000
H 0.3507 0.7107 -1.7324
H 2.2757 2.0920 0.5990
H 1.7581 1.8344 -0.7929
O 2.4693 2.3064 -0.3263

Summary:
spin multiplicity	1
SMILES	CCC(C)C.O
frontier orbital gap	11.860	eV
highest occupied orbital energy	-11.018	eV
LUMO level	0.842	eV



6.
5 unconnected molecules or ions with the total composition C6H23O5 at a distorted geometry, computed with ωB97M-V with the def2-TZVPD basis set.

Element x y z (Å)
O -0.4325 -0.2089 -0.9013
H 0.3431 -0.0791 -1.4520
H -0.1793 -0.8156 -0.2017
H -0.6886 0.6626 -0.5908
C -1.4503 -3.3581 1.9184
C -1.2354 -1.8294 1.8530
C -1.1027 -1.2696 3.2648
O 0.0138 -1.6431 1.3568
H -0.7425 -3.9373 2.5114
H -1.4967 -3.7929 0.9199
H -2.4053 -3.6281 2.3692
H -1.9428 -1.3225 1.1967
H -0.5294 -0.3577 3.0982
H -0.6002 -1.8633 4.0285
H -2.0425 -1.0584 3.7749
H 0.6494 -1.7607 2.0666
C 1.1607 2.9405 -2.3106
O 1.7017 2.5060 -1.0435
H 0.2146 2.4963 -2.6199
H 1.1379 4.0289 -2.2573
H 1.7914 2.5282 -3.0982
H 2.6289 2.7164 -0.9109
C 2.0949 -1.2280 -2.9111
O 1.8958 -0.2201 -2.0333
H 1.5263 -2.1265 -2.6712
H 1.9566 -0.8797 -3.9347
H 3.1436 -1.5073 -2.8099
H 2.7131 0.2824 -2.0006
C -1.2570 2.4686 0.9012
O -1.6897 1.8990 -0.3200
H -0.8570 1.6521 1.5023
H -0.3954 3.1259 0.7839
H -2.0290 2.9857 1.4711
H -1.8955 2.5935 -0.9499

Summary:
total charge	+1
spin multiplicity	1
frontier orbital gap	11.140	eV
highest occupied orbital energy	-13.691	eV
LUMO level	-2.551	eV



7.
C5H12N4 in the gas phase at a distorted geometry, computed with ωB97M-V with the def2-TZVPD basis set.

Element x y z (Å)
C 1.4908 -0.7412 0.8633
C -1.0488 -0.3922 0.6746
C -0.1069 -0.1140 -1.2457
C 0.3171 0.1571 0.5601
N -1.8539 -0.4161 1.7976
N 0.6533 -0.9797 -2.0585
N -0.2402 1.1802 -1.8623
N 0.5595 1.5030 0.9851
C -1.2980 -0.7184 -0.6211
H -1.4994 0.0170 2.6344
H -2.8487 -0.3282 1.6630
H 0.5695 1.7607 -1.6568
H 1.5792 -1.2516 -1.7651
H 0.6910 -0.7276 -3.0367
H -1.0673 1.6561 -1.5262
H 1.0497 1.5774 1.8692
H -0.2800 2.0679 1.0021
H -2.0434 -1.3553 -1.0744
H 1.6796 -0.7895 1.9415
H 1.3030 -1.7404 0.4798
H 2.3941 -0.3653 0.3763

Summary:
spin multiplicity	1
SMILES	C[C@]1(N)C(N)=CC1(N)N
frontier orbital gap	8.445	eV
highest occupied orbital energy	-7.629	eV
LUMO level	0.816	eV



8.
A molecular structure, C5H6NS at a distorted geometry, computed with ωB97M-V with the def2-TZVPD basis set.

Element x y z (Å)
C -0.5990 0.5928 0.2915
C 0.5822 1.2322 0.2875
C -1.4944 -0.8867 0.4075
C 1.8407 1.7469 -0.1471
C -0.6909 -2.1319 0.2333
N -1.7839 1.1747 -0.1156
S -2.7296 -0.1092 -0.4165
H 2.4207 2.2755 0.5209
H 1.5067 2.5924 -0.8661
H 2.4499 0.9007 -0.7669
H 0.2019 -2.0165 0.7543
H -0.3442 -2.3844 -0.7243
H -1.3600 -2.9866 0.5417

Summary:
total charge	+1
spin multiplicity	1
frontier orbital gap (alpha / beta)	6.382 / 6.656	eV
highest occupied orbital energy (alpha / beta)	-13.247 / -13.351	eV
LUMO level (alpha / beta)	-6.864 / -6.695	eV



Energy values (in eV) by entry order: -238891.1460; -24233.3245; -5115.2449; -34455.5036; -7458.9382; -16824.0794; -11338.5296; -17592.5247.